1.
A structure of composition C56H42F9N9P2Pb at a distorted geometry. Source: the OMol25 dataset; level of theory: wB97M-V/def2-TZVPD.

**Total charge**: +2

Each line ends with the Mulliken charge.
Element x y z (Å)
Pb: -0.11 0.54 1.42  2.14
N: -0.87 0.08 6.03  0.19
C: 0.01 0.12 5.01  -0.96
N: -0.65 0.24 3.88  0.72
C: -1.96 0.28 4.26  0.12
N: -2.10 0.18 5.56  -0.72
C: -3.06 0.41 3.33  0.03
C: -4.38 0.50 3.81  -0.56
N: -5.40 0.55 2.99  -0.56
C: -5.15 0.55 1.70  -0.67
C: -3.84 0.55 1.21  -0.43
N: -2.80 0.46 2.02  0.59
H: -0.71 -0.01 7.02  0.24
H: 1.06 0.05 5.13  0.59
H: -4.58 0.54 4.87  0.53
H: -6.01 0.56 1.03  0.47
H: -3.65 0.61 0.15  0.07
N: 2.41 -0.05 0.92  0.46
C: 2.97 -1.35 1.19  -0.36
C: 4.35 -1.50 1.25  -0.64
C: 4.92 -2.75 1.44  -0.97
C: 4.10 -3.86 1.59  -0.94
C: 2.73 -3.72 1.56  -0.63
C: 2.14 -2.47 1.36  0.16
P: 0.32 -2.28 1.32  2.66
C: -0.23 -3.08 2.86  0.66
C: -1.57 -3.47 2.96  -0.69
C: -2.05 -3.97 4.16  -0.80
C: -1.22 -4.06 5.26  -0.65
C: 0.10 -3.66 5.17  -0.82
C: 0.59 -3.16 3.98  -0.93
C: -0.25 -3.44 0.03  0.07
C: -0.60 -2.89 -1.20  -0.21
C: -1.03 -3.68 -2.25  -0.17
C: -1.13 -5.05 -2.07  -1.06
C: -0.79 -5.61 -0.84  -0.85
C: -0.35 -4.82 0.21  -0.38
H: 3.04 0.66 1.28  0.41
H: 2.35 0.10 -0.09  -0.40
H: 4.98 -0.63 1.14  0.54
H: 5.99 -2.86 1.47  0.48
H: 4.54 -4.84 1.73  0.50
H: 2.09 -4.58 1.69  0.46
H: -2.21 -3.42 2.09  0.50
H: -3.08 -4.30 4.22  0.48
H: -1.61 -4.44 6.20  0.45
H: 0.75 -3.75 6.02  0.50
H: 1.63 -2.86 3.90  0.53
H: -0.51 -1.83 -1.33  -1.07
H: -1.28 -3.23 -3.20  0.66
H: -1.47 -5.68 -2.88  0.47
H: -0.85 -6.68 -0.71  0.50
H: -0.12 -5.27 1.16  0.45
C: -3.08 4.99 -1.33  -0.75
C: -2.15 5.77 -0.65  -0.89
C: -1.21 5.18 0.18  -0.72
C: -1.19 3.78 0.31  -0.71
C: -2.10 3.00 -0.41  1.54
C: -3.05 3.60 -1.21  -0.67
N: -0.30 3.12 1.11  1.99
N: 0.41 3.85 1.87  -0.99
C: 1.35 3.29 2.69  -0.34
C: 2.11 4.20 3.42  -0.44
C: 3.11 3.74 4.26  -0.69
C: 3.29 2.36 4.34  -1.26
C: 2.50 1.52 3.57  -0.73
N: 1.54 1.96 2.77  0.59
H: -3.81 5.46 -1.96  0.49
H: -2.15 6.84 -0.77  0.46
H: -0.49 5.77 0.72  0.57
H: -2.04 1.93 -0.29  -0.52
H: -3.77 3.01 -1.75  0.56
H: 1.91 5.25 3.29  0.61
H: 3.72 4.42 4.82  0.44
H: 4.06 1.95 4.98  0.53
H: 2.65 0.45 3.60  0.90
F: 3.45 -5.00 -3.96  -0.28
C: 3.03 -4.06 -4.81  0.80
F: 4.08 -3.72 -5.58  -0.25
F: 2.12 -4.63 -5.61  -0.26
C: 2.45 -2.86 -4.09  0.06
C: 2.58 -2.75 -2.72  -0.76
C: 1.97 -1.69 -2.07  0.47
C: 1.26 -0.73 -2.78  0.80
C: 1.18 -0.82 -4.16  -0.47
C: 1.77 -1.89 -4.82  -1.56
P: 0.32 0.55 -1.80  2.11
C: 1.10 2.08 -2.44  0.36
C: 0.37 3.23 -2.74  -0.35
C: 1.03 4.41 -3.03  -1.14
C: 2.41 4.46 -3.00  0.15
C: 3.15 3.31 -2.74  -1.10
C: 2.49 2.13 -2.46  -0.84
C: 3.09 5.79 -3.22  0.76
F: 2.50 6.75 -2.49  -0.26
F: 4.38 5.78 -2.86  -0.28
F: 3.04 6.18 -4.49  -0.24
C: -1.33 0.48 -2.61  0.95
C: -2.33 -0.14 -1.86  -1.10
C: -3.62 -0.26 -2.34  -0.83
C: -3.92 0.27 -3.58  -0.10
C: -2.94 0.89 -4.35  -1.27
C: -1.65 0.99 -3.86  -0.07
C: -5.34 0.19 -4.11  0.77
F: -6.10 -0.64 -3.38  -0.28
F: -5.93 1.39 -4.05  -0.26
F: -5.38 -0.22 -5.37  -0.25
H: 3.12 -3.49 -2.15  0.69
H: 2.03 -1.66 -1.00  -0.69
H: 0.67 -0.06 -4.74  0.41
H: 1.69 -1.97 -5.89  0.50
H: -0.71 3.21 -2.75  0.50
H: 0.47 5.30 -3.27  0.47
H: 4.23 3.35 -2.75  0.53
H: 3.07 1.23 -2.27  0.45
H: -2.08 -0.55 -0.89  0.93
H: -4.39 -0.74 -1.75  0.81
H: -3.19 1.29 -5.32  0.52
H: -0.90 1.48 -4.47  0.48

---

2.
A structure of composition C56H45BF4N4OOs at a distorted geometry. Source: the OMol25 dataset; level of theory: wB97M-V/def2-TZVPD.

**<S²>**: 6.054
**Spin multiplicity**: 5
**Total charge**: 0

Each line ends with the Mulliken charge.
Element x y z (Å)
Os: 0.37 -0.78 -0.23  0.95
C: 3.95 -7.37 -1.10  -0.37
C: 4.30 -6.16 -0.51  -0.87
C: 3.45 -5.08 -0.63  -0.04
C: 2.23 -5.18 -1.32  -0.79
C: 1.89 -6.40 -1.89  0.02
C: 2.75 -7.48 -1.78  -0.78
C: 1.40 -3.95 -1.29  0.68
C: 0.33 -3.88 -0.40  0.67
C: -0.44 -4.99 0.08  -1.44
C: -1.42 -4.49 0.87  -1.22
C: -1.19 -3.08 0.97  0.50
C: -1.75 -2.26 1.95  1.34
C: -2.98 -2.72 2.64  -1.42
C: -4.21 -2.31 2.13  -0.10
C: -5.38 -2.75 2.72  -1.16
C: -5.34 -3.60 3.82  -0.38
C: -4.12 -4.01 4.33  -0.87
C: -2.94 -3.57 3.74  0.23
C: -1.13 -1.07 2.36  0.29
N: -0.15 -0.41 1.69  -0.29
C: 0.31 0.59 2.50  0.83
C: 1.23 1.57 2.14  0.47
C: 1.57 2.60 3.16  -0.55
C: 1.02 3.88 3.08  0.24
C: 1.29 4.82 4.07  -0.98
C: 2.13 4.49 5.12  -0.44
C: 2.69 3.23 5.20  -0.87
C: 2.41 2.28 4.22  0.06
C: 1.83 1.67 0.88  0.53
C: 2.76 2.69 0.49  -1.52
C: 3.08 2.46 -0.81  -1.19
C: 2.40 1.27 -1.21  0.37
N: 1.64 0.81 -0.17  0.19
C: 2.61 0.59 -2.42  1.24
C: 2.31 -0.76 -2.58  0.45
C: 2.99 -1.62 -3.51  -1.38
C: 2.78 -2.89 -3.09  -1.57
C: 1.89 -2.83 -1.97  0.55
N: 1.60 -1.52 -1.70  0.51
C: 3.32 1.26 -3.54  -1.05
C: 2.59 1.62 -4.67  -0.09
C: 3.22 2.24 -5.74  -0.96
C: 4.58 2.48 -5.71  -0.40
C: 5.32 2.09 -4.60  -0.87
C: 4.70 1.49 -3.52  0.21
C: -0.40 0.53 3.75  -1.27
C: -1.32 -0.47 3.64  -1.36
N: -0.16 -2.72 0.14  0.39
H: 4.61 -8.23 -1.01  0.39
H: 5.22 -6.06 0.04  0.39
H: 3.70 -4.13 -0.17  0.44
H: 0.96 -6.50 -2.43  0.52
H: 2.48 -8.43 -2.24  0.39
H: -0.28 -6.02 -0.20  0.54
H: -2.20 -5.02 1.40  0.61
H: -4.23 -1.67 1.26  0.95
H: -6.34 -2.43 2.32  0.43
H: -6.26 -3.94 4.27  0.40
H: -4.08 -4.67 5.18  0.41
H: -1.98 -3.90 4.12  0.51
H: 0.37 4.13 2.25  0.60
H: 0.85 5.80 4.01  0.42
H: 2.34 5.23 5.89  0.39
H: 3.36 2.97 6.01  0.42
H: 2.83 1.29 4.28  0.49
H: 3.11 3.48 1.14  0.57
H: 3.75 3.03 -1.44  0.63
H: 3.60 -1.28 -4.33  0.60
H: 3.17 -3.80 -3.51  0.62
H: 1.54 1.40 -4.71  0.57
H: 2.64 2.55 -6.60  0.43
H: 5.08 2.94 -6.55  0.40
H: 6.39 2.25 -4.58  0.41
H: 5.27 1.18 -2.66  0.51
H: -0.23 1.18 4.59  0.55
H: -2.04 -0.80 4.37  0.58
F: -1.21 -1.38 -2.40  -0.31
B: -2.49 -1.37 -1.75  0.11
F: -2.22 -0.77 -0.45  0.14
F: -3.39 -0.58 -2.43  -0.32
F: -2.94 -2.66 -1.56  -0.43
C: 0.08 3.87 -2.71  -1.47
C: -1.32 3.29 -2.95  0.20
C: -1.27 1.84 -3.43  -1.35
C: -2.10 3.48 -1.67  0.17
C: -2.94 4.57 -1.61  -0.74
C: -3.68 4.87 -0.47  -1.28
C: -3.64 4.01 0.63  -0.28
C: -2.84 2.90 0.64  -0.42
C: -2.95 1.88 1.73  2.59
C: -4.24 1.07 1.52  -1.78
C: -2.95 2.50 3.13  -1.95
C: -1.93 2.64 -0.48  0.26
O: -1.05 1.75 -0.38  1.27
H: 0.63 3.97 -3.65  0.39
H: 0.63 3.21 -2.05  0.28
H: 0.02 4.85 -2.25  0.43
H: -1.81 3.89 -3.72  0.66
H: -0.73 1.21 -2.73  -0.09
H: -0.77 1.79 -4.41  0.40
H: -2.27 1.43 -3.55  0.44
H: -3.05 5.20 -2.49  0.41
H: -4.32 5.74 -0.44  0.39
H: -4.29 4.20 1.47  0.40
H: -2.11 1.20 1.63  -1.22
H: -5.11 1.72 1.56  0.48
H: -4.34 0.31 2.30  0.44
H: -4.21 0.57 0.55  0.22
H: -3.82 3.13 3.29  0.47
H: -2.05 3.10 3.30  0.36
H: -2.98 1.71 3.88  0.44

---

| no. | calculated total energy (eV) |
| --- | --- |
| 1 | -120436.8116 |
| 2 | -80830.4879 |